1.
23
Properties=species:S:1:pos:R:3:forces:R:3 method="wB97M-V/def2-TZVPD" e_above_lowest_kcal_mol=0.0 charge=-1 lumo_ev=3.320 e_homo_ev=-5.693
C -1.485 -0.924 1.539 -1.506 0.099 0.496
C -0.604 -1.382 0.669 2.187 2.605 -1.687
C -0.320 -2.741 0.165 -1.939 -2.243 4.697
C 0.390 -0.255 -0.132 -2.235 -1.852 2.244
O 1.589 -0.250 0.528 0.643 0.506 -0.393
S 2.892 0.012 -0.572 -0.480 0.195 -0.176
O 2.664 1.373 -1.015 -0.116 -0.372 -0.251
O 4.003 -0.159 0.305 0.646 -0.324 0.470
O 2.703 -1.027 -1.583 -0.062 0.562 0.511
N -0.296 1.058 -0.205 0.391 -1.325 -0.759
C -1.240 1.453 -1.154 0.682 -0.131 -1.020
C -1.544 2.722 -0.786 -2.839 -0.142 -1.146
N -1.050 3.062 0.392 1.987 -0.121 1.116
C -0.221 2.046 0.694 -0.605 2.125 0.542
H -1.428 0.159 1.801 -0.405 -0.999 -0.248
H -2.387 -1.513 1.939 1.759 0.681 -0.347
H 0.378 -3.364 0.851 -0.982 1.304 -0.668
H 0.155 -2.816 -0.727 0.874 0.063 -3.021
H -1.311 -3.289 0.266 1.171 0.186 -0.736
H 0.553 -0.704 -1.095 -0.425 0.374 -0.842
H -1.587 0.997 -2.114 0.894 -0.189 1.388
H -2.320 3.303 -1.280 0.319 0.139 0.051
H 0.467 2.238 1.512 0.040 -1.141 -0.223


2.
19
Properties=species:S:1:pos:R:3:forces:R:3 method="wB97M-V/def2-TZVPD" e_above_lowest_kcal_mol=94.5 charge=+1 lumo_ev="-5.627 / -6.159" e_homo_ev="-13.051 / -11.826"
C -0.460 0.334 0.432 1.445 -0.987 0.993
C 0.738 -0.307 -0.040 -0.349 -0.695 2.244
C -2.462 0.965 -0.629 0.454 0.922 -1.100
C 2.812 -1.223 -0.173 -1.492 -0.885 2.528
C 1.723 -1.084 0.738 0.963 1.513 -2.910
C -3.312 1.797 -1.546 0.629 -2.560 0.375
C 1.714 -1.524 2.171 0.458 1.586 0.266
N 0.995 -0.157 -1.329 -0.708 0.720 -0.648
N -1.192 0.859 -0.613 -1.780 0.907 -0.663
S 2.427 -0.705 -1.728 0.885 -0.312 0.184
H -0.798 0.509 1.487 0.327 -0.450 -1.398
H 3.709 -1.710 0.181 0.288 0.005 -0.609
H -4.279 1.307 -1.616 -0.240 0.370 -0.152
H -3.335 2.666 -0.956 -0.585 1.729 0.274
H -2.849 1.921 -2.538 -0.041 0.059 0.358
H 2.624 -1.101 2.652 -0.573 -0.329 -0.156
H 1.785 -2.589 2.244 -0.179 -0.646 0.092
H 0.849 -1.135 2.741 0.357 -0.378 -0.412
H -0.690 1.179 -1.478 0.142 -0.569 0.736


3.
19
Properties=species:S:1:pos:R:3:forces:R:3 method="wB97M-V/def2-TZVPD" e_above_lowest_kcal_mol=173.1 lumo_ev=0.764 e_homo_ev=-8.421
C 2.038 -0.576 0.123 4.032 -1.665 -2.353
C -0.114 -1.219 -0.945 -1.369 -1.726 -0.057
C -1.298 -0.590 -1.092 0.687 -1.709 0.923
C -1.942 0.322 -0.044 4.671 1.418 -2.426
C -0.924 0.715 1.068 -8.198 -2.628 -0.241
C 0.210 -0.082 1.217 0.431 -0.240 -0.142
C 0.438 1.715 -0.540 1.047 0.559 2.888
H 2.438 -0.999 -1.184 -0.839 1.283 4.416
H 2.499 -1.302 1.022 -0.469 2.221 -2.596
H 2.513 0.717 0.252 -1.890 -4.230 -0.425
H 0.211 -2.322 -1.361 -0.730 3.476 0.136
H -1.832 -0.874 -1.944 -1.282 -0.375 -0.982
H -2.158 1.157 -0.683 -0.420 1.231 0.223
H -2.827 0.043 0.373 -2.369 -1.477 1.041
H -1.544 0.794 1.936 0.097 1.120 0.953
H 0.560 -0.216 2.239 0.510 -0.385 -0.457
N 0.610 -0.876 0.163 3.631 0.454 2.198
N 0.193 1.422 0.888 3.340 3.270 -3.584
N 0.926 2.172 -1.487 -0.881 -0.595 0.486


4.
22
Properties=species:S:1:pos:R:3:forces:R:3 method="wB97M-V/def2-TZVPD" e_above_lowest_kcal_mol=165.2 lumo_ev="0.402 / 0.403" e_homo_ev="-7.530 / -7.530"
C 0.455 -3.026 0.287 1.332 -1.346 0.899
C -0.060 -2.122 -0.305 -1.053 -0.433 -0.555
C -0.860 -1.280 -1.212 2.699 2.476 0.474
N -0.817 0.198 -0.784 0.161 -0.823 0.260
N -1.961 0.607 0.081 2.297 2.032 -0.577
C 0.297 1.007 -0.946 0.390 2.091 -3.894
C 0.517 2.321 -0.570 -2.260 -3.562 2.607
O 1.133 3.224 -1.329 0.776 1.056 -0.652
C 0.232 2.530 0.872 1.307 3.481 -0.828
O -0.074 3.664 1.275 0.112 -1.758 0.427
N 0.580 1.446 1.676 -2.074 3.200 0.882
C 1.284 0.373 1.208 -0.483 -3.562 3.366
O 2.326 0.319 0.660 1.351 0.411 -1.125
H 1.031 -3.837 0.783 -0.917 1.288 -0.636
H -1.897 -1.419 -1.118 -1.225 -1.024 -0.305
H -0.395 -1.436 -2.248 -1.102 0.619 1.244
H -1.491 1.353 0.710 -1.584 -1.902 -0.993
H -2.508 1.214 -0.580 0.324 -0.650 0.726
H 0.939 0.830 -1.864 -1.015 -0.752 0.771
H 1.078 4.125 -0.956 -0.034 -0.754 0.198
H 0.237 1.532 2.668 0.522 -0.698 -1.515
H 0.829 -0.560 1.693 0.473 0.609 -0.774


5.
23
Properties=species:S:1:pos:R:3:forces:R:3 method="wB97M-V/def2-TZVPD" e_above_lowest_kcal_mol=47.6 lumo_ev=0.152 e_homo_ev=-8.816
C 3.358 -0.380 0.856 2.978 1.034 -1.265
C 2.291 -1.223 0.824 0.757 -4.301 2.340
C 3.183 0.855 0.231 0.469 0.962 0.167
C 1.070 -0.978 0.349 -2.081 2.271 -0.899
C 1.920 1.209 -0.241 -0.582 -1.875 0.687
C 0.826 0.315 -0.188 2.549 -1.212 1.033
C 0.188 1.968 -1.349 0.404 1.350 1.241
N 1.435 2.290 -0.910 1.848 2.192 -2.164
N -0.231 0.868 -0.829 -0.134 -0.832 -0.542
N -5.129 0.974 -0.086 -0.278 1.284 3.075
O -1.570 -1.495 -0.572 -0.405 1.018 -0.298
O -2.080 0.298 0.984 0.180 0.139 -0.329
O -4.860 0.108 1.077 0.420 0.695 -0.030
S -2.025 -0.117 -0.411 -0.756 -1.286 0.333
H 4.413 -0.822 1.108 -2.208 1.318 -0.198
H 2.454 -2.260 1.284 -0.252 1.526 -0.774
H 3.930 1.631 0.056 0.391 -0.547 0.368
H 0.251 -1.645 0.374 -0.243 -0.851 0.135
H -0.422 2.697 -1.785 -0.787 0.732 -0.930
H 2.075 3.049 -1.335 -1.793 -1.699 1.031
H -6.150 1.129 -0.139 0.986 -0.733 0.067
H -4.755 0.407 -0.763 0.112 -1.303 -2.716
H -3.895 0.281 1.295 -1.574 0.118 -0.331


6.
21
Properties=species:S:1:pos:R:3:forces:R:3 method="wB97M-V/def2-TZVPD" e_above_lowest_kcal_mol=27.3 lumo_ev=0.397 e_homo_ev=-9.380
N 0.546 -3.394 0.906 0.127 -0.869 0.097
C 0.511 -2.457 0.255 0.245 -0.471 1.162
C 0.354 -1.322 -0.583 -0.764 -2.602 -3.633
C -1.124 -1.107 -0.887 -0.623 -1.593 -1.611
S -1.106 0.500 -1.820 -1.113 -0.964 0.052
C 0.518 0.873 -1.145 2.397 1.990 -1.458
C 0.793 2.113 -0.360 -3.590 2.358 2.124
C 0.437 1.748 1.186 0.648 -0.808 -0.258
N -0.921 1.858 1.662 -2.650 3.421 -1.135
C 0.595 0.212 1.161 -0.277 -0.628 1.036
O 0.380 -0.646 2.028 0.752 2.556 -1.937
N 0.829 -0.088 -0.179 1.499 -1.555 0.940
H 0.734 -1.713 -1.607 0.206 1.155 1.446
H -1.643 -0.981 0.018 -0.793 0.245 1.211
H -1.549 -2.092 -1.359 0.603 2.275 0.230
H 1.265 0.965 -2.019 -1.036 -0.958 1.143
H 1.716 2.525 -0.545 2.987 -0.126 0.176
H 0.277 3.044 -0.720 -0.715 -1.047 0.461
H 1.036 2.159 2.021 0.265 0.140 -0.986
H -1.259 2.920 1.565 0.999 -2.978 0.384
H -1.600 1.352 1.049 0.833 0.458 0.555


7.
20
Properties=species:S:1:pos:R:3:forces:R:3 method="wB97M-V/def2-TZVPD" e_above_lowest_kcal_mol=83.1 lumo_ev=0.391 e_homo_ev=-9.287
C -2.429 -1.893 -1.083 -0.558 -2.372 -0.855
C 0.498 2.853 0.552 -0.398 -0.289 0.484
C 0.035 1.642 0.875 0.261 0.002 0.222
C 0.595 1.736 -1.196 0.601 -2.539 -2.977
C 1.995 -1.775 0.976 -3.185 1.264 -2.537
C -2.179 -0.721 -0.319 3.226 3.231 -3.858
C -0.197 -0.458 -0.385 -4.198 -2.372 3.324
N -2.592 -2.908 -1.638 0.336 1.981 0.850
N 0.840 2.895 -0.722 0.835 0.973 -2.650
N 0.138 0.857 -0.231 0.532 1.800 -1.274
S 0.152 -1.525 1.086 0.413 0.124 -0.025
H 0.627 3.713 1.096 0.011 1.575 1.652
H -0.304 1.327 1.782 -0.816 -1.123 2.081
H 0.788 1.342 -2.260 -0.349 0.857 1.860
H 2.228 -2.673 1.375 0.654 -2.768 1.561
H 2.469 -0.972 1.398 1.359 1.829 1.051
H 2.160 -1.839 -0.084 0.503 0.068 -0.470
H -2.630 0.263 -0.742 0.796 -1.866 0.630
H -2.288 -0.786 0.684 -0.732 -0.441 3.052
H 0.094 -1.076 -1.166 0.709 0.065 -2.123


8.
20
Properties=species:S:1:pos:R:3:forces:R:3 method="wB97M-V/def2-TZVPD" e_above_lowest_kcal_mol=33.2 charge=+1 lumo_ev=-3.486 e_homo_ev=-12.582
C 0.711 2.806 1.366 1.487 1.273 2.014
C 0.384 2.479 0.108 -0.417 -1.381 1.155
N -0.448 1.339 0.276 0.207 1.016 -1.071
C -0.811 0.643 -0.932 1.233 -2.040 2.935
N -0.233 -0.826 -0.810 -1.590 3.123 -0.962
C -1.023 -1.864 -0.461 1.033 -0.592 0.124
C -0.233 -2.930 -0.331 -0.316 -1.862 0.064
N 1.015 -2.520 -0.604 -1.201 1.992 -0.710
C 1.022 -1.234 -0.937 -0.420 0.223 1.155
C -0.568 1.147 1.647 -1.168 -2.231 -0.394
N 0.129 1.967 2.315 0.812 1.521 -0.266
H 1.416 3.550 1.789 -0.711 -0.351 -0.887
H 0.701 2.814 -0.853 -0.015 0.232 -0.285
H -1.845 0.641 -1.159 -1.105 -0.777 0.066
H -0.325 1.138 -1.697 1.078 0.613 -1.700
H -2.013 -1.895 -0.196 -2.256 0.744 0.049
H -0.516 -3.958 -0.160 0.255 0.142 0.203
H 1.827 -2.999 -0.604 2.969 -2.373 0.143
H 1.912 -0.636 -0.936 0.045 0.283 -0.572
H -1.103 0.338 2.181 0.081 0.444 -1.062